No. 1
ORCA calculation (ωB97M-V/def2-TZVPD) on a structure of composition C9H8CuO6 in a non-equilibrium geometry.

As for the multiplicity: 2. Its electronic energy is -66364.6930 eV. As for the expectation value of S²: 0.76. The total charge is +2. As for the LUMO energy (spin up / spin down): -10.064 / -13.251 eV. For the HOMO energy (spin up / spin down), the calculation gives -0.68746 / -0.68732 Eh.

Geometry as XYZ:
```
24
Properties=species:S:1:pos:R:3:nbo_charge:R:1
O 2.88 5.48 1.39 -0.45
C 2.41 4.79 0.60 0.46
Cu 0.66 0.68 1.05 1.29
O -1.59 3.06 -0.98 -0.37
C -0.77 2.47 -0.43 0.45
C 2.46 0.53 1.63 0.46
O 3.32 -0.23 1.74 -0.24
C 0.00 1.40 2.67 0.47
O -0.95 1.24 3.32 -0.24
C 1.66 1.47 -1.58 0.45
O 2.05 1.24 -2.62 -0.39
C -0.63 -2.60 -1.05 -0.44
C -1.92 -2.07 -0.36 -0.44
C -1.68 -0.60 -0.15 -0.08
O -0.23 -0.40 -0.27 -0.69
C 0.45 -1.66 -0.59 -0.09
H -0.40 -3.63 -0.80 0.27
H -0.78 -2.56 -2.13 0.25
H -2.05 -2.60 0.58 0.23
H -2.83 -2.24 -0.93 0.27
H -2.13 -0.06 -0.98 0.22
H -2.10 -0.12 0.75 0.20
H 0.80 -2.05 0.36 0.18
H 1.36 -1.53 -1.22 0.24
```

No. 2
ORCA calculation (ωB97M-V/def2-TZVPD) on the molecule C9H8IN3O2 in a non-equilibrium geometry.

As for the multiplicity: 1. The SMILES is [H]/N=[N+](\[O-])C1=C(I)c2ccccc2N[C@H]1O. Its electronic energy is -26124.4646 eV. As for the LUMO energy: -0.144 eV. For the HOMO energy, the calculation gives -0.30563 Eh. The value obtained for the energy relative to the best compared isomer or geometry (same formula, charge and spin) is 0.0 kJ/mol.

Geometry as XYZ:
```
23
Properties=species:S:1:pos:R:3:nbo_charge:R:1
C 0.45 2.89 0.33 -0.26
C 1.67 2.27 -0.05 -0.15
C -0.69 2.15 0.45 -0.15
C 1.71 0.91 -0.35 -0.26
C -0.76 0.89 -0.06 -0.21
C 0.46 0.33 -0.50 0.23
C -1.91 0.03 -0.07 -0.10
C -1.77 -1.33 -0.11 0.03
C -0.39 -1.95 -0.11 0.20
N -3.63 -2.01 0.86 -0.44
N 0.44 -0.99 -0.84 -0.58
N -2.90 -2.32 -0.05 0.35
O -2.81 -3.27 -0.83 -0.45
O 0.14 -2.13 1.18 -0.72
I -3.78 0.90 -0.08 0.21
H 0.53 3.84 0.90 0.22
H 2.51 2.82 0.06 0.20
H -1.63 2.73 0.67 0.23
H 2.63 0.35 -0.61 0.22
H -0.50 -2.80 -0.73 0.20
H -4.54 -2.45 0.88 0.35
H 1.38 -1.41 -1.16 0.39
H -0.50 -2.34 1.87 0.49
```

No. 3
ORCA calculation (ωB97M-V/def2-TZVPD) on the molecule C9H8N2 in a non-equilibrium geometry.

As for the multiplicity: 1. The SMILES is C=CN(C#N)c1ccccc1. Its electronic energy is -12440.3232 eV. As for the LUMO energy: 0.820 eV. For the HOMO energy, the calculation gives -0.31680 Eh. The value obtained for the energy relative to the best compared isomer or geometry (same formula, charge and spin) is 276.3 kJ/mol.

Geometry as XYZ:
```
19
Properties=species:S:1:pos:R:3:nbo_charge:R:1
C -1.88 -1.15 0.23 0.43
C 2.98 -0.41 -0.09 -0.22
C 2.13 -1.50 -0.40 -0.20
C 2.51 0.77 0.43 -0.20
C 0.77 -1.41 -0.15 -0.24
C 1.11 0.88 0.43 -0.23
C 0.23 -0.15 0.18 0.16
C -3.19 1.20 -0.47 -0.43
C -1.97 1.19 0.02 0.00
N -2.48 -2.14 0.29 -0.35
N -1.18 0.00 0.19 -0.47
H 4.10 -0.47 -0.35 0.22
H 2.46 -2.61 -0.51 0.23
H 2.99 1.66 0.60 0.22
H 0.10 -2.21 -0.36 0.23
H 0.61 1.76 0.98 0.21
H -3.86 2.05 -0.47 0.21
H -3.84 0.47 -0.88 0.22
H -1.59 2.09 0.33 0.21
```

No. 4
ORCA calculation (ωB97M-V/def2-TZVPD) on the ion C9H8N3 with charge +1.

As for the multiplicity: 1. The SMILES is c1ccc(-[n+]2ccccn2)nc1. Its electronic energy is -13925.7143 eV. The total charge is +1. As for the LUMO energy: -5.057 eV. For the HOMO energy, the calculation gives -0.50149 Eh. The value obtained for the energy relative to the best compared isomer or geometry (same formula, charge and spin) is 0.0 kJ/mol.

Geometry as XYZ:
```
20
Properties=species:S:1:pos:R:3:nbo_charge:R:1
C -1.08 2.84 -1.52 -0.22
C -1.07 1.67 -2.27 -0.14
C -0.65 0.48 -1.67 -0.23
C -0.28 0.58 -0.34 0.30
N 0.18 -0.61 0.37 -0.08
C 1.17 -0.51 1.26 0.11
C 1.60 -1.63 1.94 -0.18
C 0.98 -2.82 1.65 -0.13
C -0.05 -2.82 0.70 0.04
N -0.44 -1.73 0.07 -0.14
N -0.28 1.66 0.40 -0.42
C -0.69 2.79 -0.18 0.06
H -1.40 3.78 -1.95 0.25
H -1.37 1.66 -3.31 0.25
H -0.62 -0.46 -2.20 0.25
H 1.58 0.48 1.40 0.28
H 2.41 -1.56 2.65 0.27
H 1.27 -3.75 2.14 0.26
H -0.57 -3.73 0.42 0.25
H -0.68 3.68 0.43 0.22
```

No. 5
ORCA calculation (ωB97M-V/def2-TZVPD) on the molecule C9H8N4O3S2 in a non-equilibrium geometry.

As for the multiplicity: 1. Its electronic energy is -43231.4672 eV. As for the LUMO energy: -1.891 eV. For the HOMO energy, the calculation gives -0.33634 Eh. The value obtained for the energy relative to the best compared isomer or geometry (same formula, charge and spin) is 0.0 kJ/mol.

Geometry as XYZ:
```
26
Properties=species:S:1:pos:R:3:nbo_charge:R:1
O -2.48 -0.98 1.35 -0.94
O -1.50 1.01 2.35 -0.91
S 2.18 2.88 -5.59 0.09
C 1.23 1.99 -4.72 0.27
N 0.52 1.30 -4.03 -0.48
N 1.90 2.26 -1.59 -0.04
N 1.25 1.64 0.56 -0.01
O 2.20 2.38 -0.18 -0.13
C -1.02 0.29 -2.53 -0.20
C -1.48 -0.01 -1.22 -0.13
C 0.12 1.05 -2.72 0.14
C -0.71 0.38 -0.15 -0.30
C 0.81 1.52 -1.62 0.09
C 0.44 1.16 -0.33 0.05
N 0.05 -1.12 2.14 -0.64
C 0.17 -2.44 1.54 -0.43
C 0.17 -1.05 3.58 -0.43
S -1.26 -0.17 1.50 2.22
H -1.58 -0.09 -3.38 0.24
H -2.40 -0.60 -1.09 0.27
H -0.70 -3.10 1.77 0.20
H 0.36 -2.31 0.46 0.21
H 1.05 -2.95 1.93 0.21
H 1.08 -1.56 3.94 0.21
H 0.28 -0.01 3.90 0.24
H -0.71 -1.46 4.10 0.19
```

No. 6
ORCA calculation (ωB97M-V/def2-TZVPD) on the molecule C9H8N6O4 in a non-equilibrium geometry.

As for the multiplicity: 1. Its electronic energy is -26585.2865 eV. As for the LUMO energy: -0.199 eV. For the HOMO energy, the calculation gives -0.28783 Eh. The value obtained for the energy relative to the best compared isomer or geometry (same formula, charge and spin) is 0.0 kJ/mol.

Geometry as XYZ:
```
27
Properties=species:S:1:pos:R:3:nbo_charge:R:1
C 2.06 1.81 0.69 -0.66
C 1.95 0.35 0.53 0.15
C 2.16 -0.43 -0.55 -0.05
N 1.91 -1.74 -0.17 -0.27
C 1.53 -1.76 1.11 0.30
N 1.54 -0.48 1.55 -0.48
H 2.39 2.25 -0.26 0.25
H 1.09 2.26 0.95 0.24
H 2.79 2.11 1.46 0.24
H 2.43 -0.18 -1.56 0.26
H 1.28 -2.65 1.68 0.25
H 1.25 -0.18 2.47 0.44
O 4.06 -3.17 0.59 -0.50
N 4.48 -3.04 -0.59 0.50
C 3.51 -2.86 -1.61 -0.17
C 2.10 -2.83 -1.10 -0.08
C 1.26 -2.60 -2.29 -0.06
N -0.11 -2.57 -2.32 0.41
O -0.98 -2.42 -1.48 -0.43
O -0.49 -2.79 -3.71 -0.18
N 0.64 -2.93 -4.51 -0.12
C 1.70 -2.84 -3.63 0.30
N 2.98 -2.95 -3.97 -0.53
C 3.86 -2.89 -2.96 0.13
O 5.70 -3.07 -0.87 -0.43
H 1.84 -3.78 -0.59 0.24
H 4.93 -2.90 -3.21 0.23
```

No. 7
ORCA calculation (ωB97M-V/def2-TZVPD) on a structure of composition C9H8O3S in a non-equilibrium geometry.

As for the multiplicity: 1. Its electronic energy is -26437.1033 eV. As for the LUMO energy: -0.429 eV. For the HOMO energy, the calculation gives -0.33903 Eh. The value obtained for the energy relative to the best compared isomer or geometry (same formula, charge and spin) is 225.5 kJ/mol.

Geometry as XYZ:
```
21
Properties=species:S:1:pos:R:3:nbo_charge:R:1
C -2.05 -1.94 -1.05 -0.21
C -0.86 -2.57 -0.81 -0.19
C -2.24 -0.71 -0.51 -0.19
C 0.11 -1.95 -0.07 -0.18
C -1.31 -0.06 0.25 -0.21
C -0.03 -0.63 0.41 -0.06
C 1.04 1.30 1.63 0.55
C 0.86 2.43 0.65 -0.77
C 1.21 0.07 0.81 -0.44
O 1.45 1.51 2.75 -0.47
O 0.71 1.43 -1.88 -0.89
O 2.97 1.67 -0.97 -0.90
S 1.58 1.44 -0.73 2.06
H -2.60 -2.35 -1.92 0.22
H -0.51 -3.42 -1.47 0.22
H -3.05 -0.12 -0.59 0.21
H 0.97 -2.44 0.16 0.20
H -1.70 0.74 0.91 0.22
H -0.12 2.89 0.31 0.28
H 1.57 3.22 0.96 0.28
H 2.00 -0.52 1.16 0.26
```

No. 8
ORCA calculation (ωB97M-V/def2-TZVPD) on the molecule C9H8O6 in a non-equilibrium geometry.

As for the multiplicity: 1. Its electronic energy is -21742.7573 eV. As for the LUMO energy (spin up / spin down): -0.536 / -0.916 eV. For the HOMO energy (spin up / spin down), the calculation gives -0.28218 / -0.27795 Eh.

Geometry as XYZ:
```
23
Properties=species:S:1:pos:R:3:nbo_charge:R:1
C -0.71 -1.00 -0.12 -0.16
C -0.69 0.43 -0.40 -0.20
C -2.07 -1.28 -0.01 0.58
C -2.00 0.87 -0.42 0.61
C 1.84 0.61 -0.40 0.68
C 0.42 -1.65 0.27 -0.18
C 1.68 -1.63 -0.42 0.33
C 0.53 1.06 -0.06 0.00
C 0.63 2.45 0.59 -0.63
O 2.84 1.22 -0.19 -0.54
O -2.82 -0.16 -0.23 -0.45
O 1.91 -0.53 -1.22 -0.53
O -2.72 -2.42 0.13 -0.66
O -2.48 2.09 -0.62 -0.62
O 2.74 -1.79 0.49 -0.74
H 0.19 -2.40 0.93 0.21
H 1.88 -2.50 -1.25 0.16
H -0.22 2.81 0.99 0.20
H 0.82 3.16 -0.10 0.22
H 1.39 2.52 1.28 0.24
H -3.50 -2.44 0.71 0.51
H -3.25 2.09 -0.09 0.48
H 3.60 -1.51 0.14 0.49
```

The lowest electronic energy belongs to which entry?
C9H8CuO6